[1]
{"formula": "C2H4Rh", "method": "ωB97M-V/def2-TZVPD", "elements": ["Rh", "C", "C", "H", "H", "H", "H"], "positions_angstrom": [[-0.7779, 1.2794, 2.1130], [-0.0882, 0.0696, -0.5670], [0.4122, 0.5651, 0.5912], [1.5136, 0.4979, 0.6496], [-0.4410, -2.3709, -0.5327], [-1.1573, 0.1328, -0.8141], [0.5385, -0.1739, -1.4401]], "lowdin_charge": [0.52, -0.29, -0.39, 0.00, 0.09, 0.03, 0.05], "multiplicity": 6, "mol_weight_g_mol": 130.96, "homo_lumo_gap_ev": [4.01, 7.37], "homo_ev": [-4.5117, -9.3731]}

[2]
{"formula": "C5H12N2O2Sn", "method": "ωB97M-V/def2-TZVPD", "elements": ["Sn", "O", "O", "N", "N", "C", "C", "C", "C", "C", "H", "H", "H", "H", "H", "H", "H", "H", "H", "H", "H", "H"], "positions_angstrom": [[-1.3873, 3.3104, -0.1143], [-1.7861, 0.7240, 1.2227], [0.5988, 1.5202, -1.3903], [-0.5301, -1.0449, 1.7915], [0.9210, 1.3623, -3.5321], [-2.5921, -0.6381, 2.9595], [0.5902, -0.9642, 0.8658], [1.1722, 0.9756, -2.2756], [2.1883, -0.1327, -1.9139], [-1.5706, -0.2577, 1.9013], [0.1009, -0.6331, -0.0502], [-0.4211, -1.6863, 2.5640], [2.9913, -0.1682, -2.6501], [1.7097, -1.1065, -2.0178], [1.4621, 0.9812, -4.2951], [-2.0668, -0.5866, 3.9131], [-3.3977, 0.0933, 3.0241], [-3.0177, -1.6243, 2.7740], [1.2793, -0.1714, 1.1568], [2.5781, 0.0433, -0.9113], [1.0692, -1.9285, 0.6964], [0.1083, 1.9322, -3.7185]], "lowdin_charge": [1.80, -0.11, -0.11, 0.05, 0.21, 0.03, -0.04, -0.58, 0.04, -0.56, 0.07, 0.16, 0.10, 0.10, 0.13, 0.10, 0.09, 0.10, 0.10, 0.09, 0.11, 0.12], "mol_weight_g_mol": 250.87, "homo_lumo_gap_ev": 5.41, "homo_ev": -16.6932, "charge": 2}

[3]
{"formula": "C38H46FN2NaO2S2", "method": "ωB97M-V/def2-TZVPD", "elements": ["S", "S", "Na", "F", "O", "O", "N", "N", "C", "C", "C", "C", "C", "C", "C", "C", "C", "C", "C", "C", "C", "C", "C", "C", "C", "C", "C", "C", "C", "C", "C", "C", "C", "C", "C", "C", "C", "C", "C", "C", "C", "C", "C", "C", "C", "C", "H", "H", "H", "H", "H", "H", "H", "H", "H", "H", "H", "H", "H", "H", "H", "H", "H", "H", "H", "H", "H", "H", "H", "H", "H", "H", "H", "H", "H", "H", "H", "H", "H", "H", "H", "H", "H", "H", "H", "H", "H", "H", "H", "H", "H", "H"], "positions_angstrom": [[1.8729, 1.4780, 1.8075], [4.0460, -0.1309, -0.5103], [0.8760, -0.4381, 0.2184], [-0.8920, -1.1398, 2.4201], [1.0681, 0.2999, -2.2193], [2.1737, -2.2524, 0.4678], [-2.8976, -1.4092, 0.5564], [0.0779, -2.2107, -1.3244], [-3.2164, -1.1940, 1.8349], [-2.1903, -1.0477, 2.8139], [4.0044, 3.2029, 2.0188], [-4.3374, -2.9970, -0.6134], [-2.2561, -4.3933, -0.1041], [-4.1149, -4.3232, 1.5810], [0.1060, -3.6671, -3.6857], [-4.7701, -0.8751, 3.7245], [3.5139, 1.9326, 1.3325], [-0.9923, -2.8794, -3.3576], [1.2539, 1.6832, -7.0613], [-3.7648, -4.2225, 0.0948], [4.3574, 1.3097, 0.4828], [-4.0185, 0.8358, -1.0521], [-4.4616, -0.6207, -1.1527], [2.0914, 0.8620, -6.3181], [1.9215, 0.6712, -4.9506], [-3.7327, -0.7477, 4.6343], [0.0251, 2.2073, -5.0440], [-5.8575, -2.2133, -2.3412], [1.4644, 1.8405, -8.5439], [-5.2966, -3.2367, -1.5939], [-5.4239, -0.9180, -2.1146], [0.6672, 1.2300, -2.8553], [-2.4227, -0.8369, 4.1460], [-4.5293, -1.0880, 2.3742], [2.8482, -0.2573, -4.2160], [-1.1086, 2.9489, -4.3780], [0.2211, 2.3452, -6.4128], [1.1207, -2.9690, -1.6299], [-3.9145, -1.6629, -0.3538], [-0.9564, -2.1802, -2.1655], [-2.5458, 1.0246, -1.4167], [2.2988, -3.0362, -0.6738], [1.1700, -3.7199, -2.8083], [5.7401, 1.8952, 0.2471], [-4.3299, 1.5106, 0.2847], [0.8745, 1.3666, -4.3173], [2.8728, -1.5168, 0.3955], [-2.0047, -4.5042, -1.1612], [-1.7992, -1.5770, -1.8547], [2.9046, 0.3435, -6.8168], [3.2177, 0.1512, -3.2717], [-3.8774, -5.3289, 1.9428], [-3.6999, 1.1273, 1.0834], [-1.9256, 0.4655, -0.7162], [-5.8322, -0.1049, -2.7083], [-2.3451, 0.6579, -2.4263], [0.1563, 2.0635, -2.3485], [-5.6050, -4.2622, -1.7760], [1.3110, 0.8921, -9.0632], [-4.6054, 1.3649, -1.8134], [-1.8642, -2.8122, -3.9955], [-1.7784, 2.2702, -3.8482], [-6.6052, -2.4235, -3.0977], [-0.7478, 3.6753, -3.6473], [2.4818, 2.1704, -8.7625], [4.7994, 2.9959, 2.7479], [-5.3710, 1.3512, 0.5745], [-1.6941, 3.4870, -5.1237], [2.0461, -4.3220, -3.0209], [-5.7989, -0.8056, 4.0664], [-3.5513, -3.6082, 2.1759], [0.1254, -4.2329, -4.6104], [-4.2503, -5.0767, -0.3928], [6.3987, 1.1301, -0.1621], [5.7136, 2.7233, -0.4768], [-1.5639, -0.7356, 4.7991], [4.4113, 3.9293, 1.3037], [-4.1539, 2.5872, 0.2032], [-0.4447, 2.9861, -6.9818], [-2.2665, 2.0814, -1.3669], [-3.9194, -0.5766, 5.6868], [3.1792, 3.6704, 2.5509], [-5.3646, -1.1847, 1.6892], [2.3235, -1.1722, -3.9352], [0.7728, 2.5705, -8.9651], [-1.9164, -5.2913, 0.4221], [6.1951, 2.2874, 1.1630], [3.2036, -2.7639, -1.2341], [-1.7177, -3.5304, 0.2864], [3.6935, -0.5171, -4.8553], [-5.1768, -4.1358, 1.7560], [2.4081, -4.0934, -0.3903]], "lowdin_charge": [0.41, 0.52, 0.13, 0.04, 0.04, -0.18, 0.09, 0.13, -0.31, -0.22, -0.20, -0.13, -0.07, -0.06, -0.09, -0.15, -0.85, -0.07, -0.27, -0.36, -0.81, -0.36, -0.14, -0.02, -0.17, -0.15, -0.21, -0.13, -0.06, -0.07, -0.07, -0.17, -0.05, -0.08, -0.03, -0.04, -0.02, -0.24, -0.22, -0.13, -0.08, -0.24, -0.04, -0.20, -0.06, -0.09, -0.06, 0.07, 0.09, 0.11, 0.04, 0.07, 0.07, 0.07, 0.10, 0.07, 0.13, 0.09, 0.08, 0.11, 0.10, 0.06, 0.08, 0.09, 0.08, 0.06, 0.08, 0.07, 0.11, 0.08, 0.07, 0.10, 0.11, 0.02, 0.06, 0.11, 0.05, 0.07, 0.11, 0.08, 0.07, 0.02, 0.10, 0.08, 0.07, 0.07, 0.05, 0.10, 0.06, 0.08, 0.08, 0.12], "mol_weight_g_mol": 668.92, "homo_lumo_gap_ev": 3.72, "homo_ev": -0.0589, "charge": -2}

[4]
{"formula": "C29H24F12NO2Pt", "method": "ωB97M-V/def2-TZVPD", "elements": ["Pt", "F", "F", "F", "F", "F", "F", "F", "F", "F", "F", "F", "F", "O", "O", "N", "C", "C", "C", "C", "C", "C", "C", "C", "C", "C", "C", "C", "C", "C", "C", "C", "C", "C", "C", "C", "C", "C", "C", "C", "C", "C", "C", "C", "C", "H", "H", "H", "H", "H", "H", "H", "H", "H", "H", "H", "H", "H", "H", "H", "H", "H", "H", "H", "H", "H", "H", "H", "H"], "positions_angstrom": [[0.3789, -0.5163, 0.0743], [1.1495, 1.7403, 3.2675], [3.5893, 1.3093, -0.7542], [-2.3618, -3.7500, 1.5357], [4.4588, 2.4713, 0.8495], [0.2432, -0.9201, 3.1276], [-0.2881, -3.0108, 3.1124], [2.8759, 2.9894, 2.9503], [-1.3712, -1.6242, 4.3733], [-3.4272, -2.8505, 3.1621], [-3.8375, -2.2386, 1.1271], [3.1312, 0.8927, 3.3948], [4.3909, 0.3339, 0.9893], [1.8727, 0.0974, 1.1640], [-1.1101, -1.6740, 0.8086], [-0.6231, 1.1302, 1.0143], [1.1871, 0.4045, -2.5528], [-3.2099, 2.4371, 3.2118], [-0.2527, 4.4529, -0.5755], [-1.4441, -0.4816, -2.1981], [2.3821, 1.7713, 2.7428], [0.9828, -0.9144, -2.1137], [-0.7807, -1.7797, 3.1892], [-5.2569, 1.3708, 4.2324], [-0.0177, 2.3127, 0.5196], [-3.9923, 1.3015, 3.4318], [-2.0685, 2.3507, 2.4687], [-1.6544, 1.1190, 1.8676], [0.1221, 1.2501, -2.8743], [-2.3550, -0.0879, 2.2480], [1.7495, 5.9267, -1.0222], [1.1169, 4.6686, -0.4873], [-0.3574, -1.3424, -1.9012], [2.2918, 1.4325, 1.2263], [-1.1782, 0.7931, -2.6846], [-2.8624, -2.6067, 1.9763], [-0.8085, 3.2872, -0.0862], [-3.5143, 0.0635, 2.9698], [3.7178, 1.3988, 0.5827], [-2.8392, -0.9821, -2.0132], [2.1295, -1.8997, -2.0366], [-1.7630, -1.4871, 2.0124], [0.4084, 2.6184, -3.4198], [1.9012, 3.6664, 0.0738], [1.3744, 2.4745, 0.5612], [2.2039, 0.7509, -2.6947], [-2.0107, 1.4440, -2.9293], [-0.5580, -2.3877, -1.6967], [-4.0849, -0.8059, 3.2546], [-5.9791, 0.6269, 3.8983], [2.6206, 6.2113, -0.4331], [2.9647, 3.8425, 0.1359], [-0.8908, 5.1994, -1.0340], [1.0813, 2.5550, -4.2766], [1.9448, -2.7272, -2.7231], [-2.9420, -1.4471, -1.0320], [3.0669, -1.4185, -2.3074], [-1.8744, 3.1117, -0.1658], [-1.4502, 3.2238, 2.3310], [-3.5030, 3.3874, 3.6412], [-5.7113, 2.3582, 4.1757], [1.0440, 6.7560, -1.0160], [0.9010, 3.2304, -2.6618], [-5.0427, 1.1660, 5.2853], [-0.5036, 3.1244, -3.7328], [2.0841, 5.7850, -2.0527], [-3.0641, -1.7493, -2.7586], [2.2550, -2.3331, -1.0426], [-3.5697, -0.1812, -2.1152]], "lowdin_charge": [1.53, 0.17, 0.15, 0.19, 0.18, 0.15, 0.20, 0.19, 0.19, 0.17, 0.16, 0.20, 0.19, -0.22, -0.23, 0.05, -0.01, 0.00, -0.02, -0.25, -0.57, -0.37, -0.56, -0.02, -0.23, -0.20, 0.03, -0.17, -0.23, -0.02, -0.02, -0.25, -0.15, -0.28, 0.01, -0.57, -0.02, 0.04, -0.57, -0.01, -0.02, -0.30, -0.01, 0.04, -0.06, 0.13, 0.13, 0.14, 0.13, 0.09, 0.09, 0.13, 0.13, 0.10, 0.10, 0.07, 0.09, 0.13, 0.12, 0.13, 0.09, 0.09, 0.07, 0.10, 0.09, 0.09, 0.11, 0.09, 0.09], "multiplicity": 5, "mol_weight_g_mol": 841.57, "homo_lumo_gap_ev": [8.87, 6.26], "homo_ev": [-11.4207, -12.1955], "charge": 1}

[5]
{"formula": "C4H15N2O", "method": "ωB97M-V/def2-TZVPD", "elements": ["O", "N", "N", "C", "C", "C", "C", "H", "H", "H", "H", "H", "H", "H", "H", "H", "H", "H", "H", "H", "H", "H"], "positions_angstrom": [[2.6016, -1.2364, 0.9245], [-1.5986, -0.9542, -0.9814], [0.6959, 0.2887, -0.4839], [-0.0572, 0.9738, 0.6096], [-2.2006, -0.4142, 0.2806], [-1.1140, 0.0701, 1.2409], [1.3840, 1.2504, -1.3757], [-1.6689, -1.9638, -0.9799], [0.6452, 1.3228, 1.3659], [-2.7183, -1.2177, 0.7801], [-2.1178, -0.6386, -1.7914], [3.5262, -1.3780, 0.6862], [-0.0351, -0.3319, -0.9300], [2.3397, -2.0141, 1.4304], [-0.6570, -0.7835, 1.7296], [-1.5968, 0.6496, 2.0334], [0.6708, 1.6178, -2.1167], [1.7275, 2.0845, -0.7614], [-2.9021, 0.3865, 0.0554], [-0.5777, 1.8372, 0.1735], [2.2391, 0.7636, -1.8389], [1.4140, -0.3123, -0.0511]], "lowdin_charge": [-0.03, 0.00, -0.05, -0.15, -0.21, -0.17, 0.00, 0.10, 0.14, 0.11, 0.10, 0.08, 0.10, 0.07, 0.11, 0.13, 0.11, 0.10, 0.12, 0.14, 0.10, 0.10], "mol_weight_g_mol": 107.18, "homo_lumo_gap_ev": 11.29, "homo_ev": -13.9876, "charge": 1}

[6]
{"formula": "H4O6STl", "method": "ωB97M-V/def2-TZVPD", "elements": ["Tl", "S", "O", "O", "O", "O", "O", "O", "H", "H", "H", "H"], "positions_angstrom": [[0.4169, 0.6292, 0.7478], [-3.2807, 0.2914, 0.6482], [-4.1946, 0.2811, 1.7820], [-2.3702, -0.7959, 0.5743], [1.9545, 0.4947, -1.8112], [-4.0063, 0.2773, -0.6098], [2.9091, -0.9310, 0.9673], [-2.4310, 1.5089, 0.6681], [2.8998, 0.6448, -1.8080], [1.7253, 0.4282, -2.7382], [2.9254, -1.7883, 1.3929], [3.4518, -1.0403, 0.1865]], "lowdin_charge": [1.44, 0.29, 0.03, -0.17, 0.01, 0.07, 0.11, -0.20, 0.09, 0.10, 0.12, 0.10], "multiplicity": 2, "mol_weight_g_mol": 336.48, "homo_lumo_gap_ev": [4.00, 7.34], "homo_ev": [-19.9593, -19.5307], "charge": 2}

Number 1: largest force on an atom 7.4 eV Å⁻¹. Number 2: largest force on an atom 6.9 eV Å⁻¹. Number 3: largest force on an atom 0.9 eV Å⁻¹. Number 4: largest force on an atom 0.5 eV Å⁻¹. Number 5: largest force on an atom 0.8 eV Å⁻¹. Number 6: largest force on an atom 3.0 eV Å⁻¹.